# 1
Formula: C40H39AsF5IN5O7RbS3
Source: the Open Molecules 2025 dataset
Level of theory: the ωB97M-V functional and the def2-TZVPD basis

Last column: Löwdin charge in e.
Geometry (Å):
I 4.077 0.017 -4.770  0.779
Rb 1.251 1.041 0.222  1.008
As 4.300 1.911 -0.193  0.803
S -1.650 -3.791 -0.416  0.542
S 3.033 3.400 2.589  0.453
S 0.485 8.676 0.458  0.543
F -0.311 -8.024 2.130  0.082
F -0.184 -8.204 -2.572  0.081
F 0.173 -9.431 -0.162  0.074
F -1.123 -5.487 2.031  0.049
F -0.996 -5.669 -2.712  0.050
O 2.394 2.249 1.952  -0.579
O 2.579 3.675 3.939  -0.325
O 0.693 0.251 -2.179  -0.114
O 5.727 1.936 -1.302  -0.290
O 3.244 2.930 -0.945  -0.520
O 3.824 0.336 -0.068  -0.595
O 3.080 4.593 1.745  -0.332
N -0.371 3.376 -0.169  0.001
N 2.086 7.072 1.831  0.125
N -3.176 -0.759 0.508  0.196
N 0.836 -0.312 -4.352  0.148
N -0.956 0.141 2.728  0.164
C -3.231 1.493 -1.240  -0.031
C -4.338 -0.525 -0.259  -0.204
C -0.418 -7.515 -1.437  -0.163
C 1.078 -1.162 3.248  -0.213
C 5.289 2.367 1.451  -0.206
C -6.502 -1.262 -0.977  -0.066
C 5.479 3.005 3.782  -0.062
C -0.838 -6.201 -1.489  -0.263
C 1.324 0.318 5.603  -0.055
C -1.108 -5.426 -0.349  -0.642
C 1.366 0.125 -3.187  -0.624
C 7.391 2.139 2.622  -0.095
C -0.343 3.745 1.110  -0.166
C -5.387 -1.449 -0.169  -0.211
C 0.077 4.993 1.532  -0.014
C 6.817 2.632 3.782  -0.095
C -0.685 1.707 5.029  -0.034
C 0.427 5.552 -0.762  -0.009
C 0.128 -0.195 3.584  -0.206
C -4.048 0.584 2.399  0.005
C 0.015 4.268 -1.076  -0.130
C -1.878 -0.705 2.510  -0.277
C -5.525 0.702 -1.939  -0.063
C -0.482 -7.427 0.934  -0.164
C 1.071 7.215 0.995  -0.857
C -4.392 0.551 -1.147  -0.211
C -6.579 -0.194 -1.858  -0.108
C -0.235 -8.146 -0.220  -0.167
C 2.134 -1.385 4.131  -0.043
C 2.255 -0.668 5.305  -0.086
C 4.731 2.876 2.626  -0.258
C -5.285 -2.608 0.780  -0.041
C 0.266 0.577 4.748  -0.207
C 1.073 -1.879 1.924  -0.052
C 6.632 2.007 1.464  -0.090
C -3.062 -0.294 1.675  -0.282
C -0.903 -6.114 0.860  -0.258
C -1.985 -2.105 3.036  0.001
C 2.819 0.537 -3.119  -0.551
C 0.482 5.913 0.574  -0.248
H -5.569 1.535 -2.632  0.101
H -4.987 0.673 1.854  0.082
H 4.996 3.393 4.670  0.106
H 7.081 1.618 0.561  0.093
H -1.757 -2.795 2.211  0.038
H -4.361 -3.169 0.615  0.042
H 2.032 -1.671 1.443  0.080
H 2.561 7.904 2.140  0.098
H 0.143 5.221 2.588  0.123
H 8.434 1.846 2.613  0.093
H -2.310 0.959 -1.480  0.084
H 1.435 0.920 6.498  0.105
H -7.317 -1.976 -0.915  0.099
H 0.268 -1.554 1.270  0.044
H -5.268 -2.268 1.820  0.072
H -3.043 2.004 -0.294  0.071
H -1.305 -2.284 3.866  0.088
H -3.400 2.253 -2.003  0.076
H 7.406 2.724 4.687  0.093
H -1.726 1.415 4.888  0.066
H 2.503 6.138 1.972  0.056
H 3.091 -0.848 5.970  0.094
H -4.237 0.190 3.400  0.085
H -0.007 3.935 -2.108  0.113
H -7.452 -0.067 -2.487  0.088
H -3.603 1.575 2.523  0.087
H -3.013 -2.314 3.342  0.084
H 0.977 -2.962 2.026  0.088
H -0.650 2.992 1.832  0.096
H 3.274 0.109 -2.223  0.024
H -0.556 2.068 6.049  0.073
H 0.745 6.242 -1.530  0.109
H 2.883 -2.121 3.862  0.115
H 2.876 1.619 -3.013  0.043
H 5.505 2.633 -1.932  0.022
H -0.481 2.538 4.348  0.076
H -6.136 -3.279 0.659  0.072
H 1.432 -0.570 -5.119  0.011
H -0.093 -0.698 -4.297  0.116

Total energy: -179589.1235 eV
HOMO energy: -2.42 eV
Gap between HOMO and LUMO: 5.709 eV
Total charge: -2
Energy above the lowest of the compared OMol25 structures with the same formula, charge and spin: 28.5 kcal/mol

=====

# 2
Formula: C7H12N8
Source: the Open Molecules 2025 dataset
Level of theory: the ωB97M-V functional and the def2-TZVPD basis

Last column: natural (NBO) charge in e.
Geometry (Å):
N -4.050 -0.998 -3.197  -0.073
N -2.375 -2.369 -2.822  -0.207
N 3.664 -0.737 2.677  -0.207
N 4.296 -0.242 1.675  0.023
N 2.398 -0.077 3.271  -0.286
N -3.639 -2.350 -3.018  -0.180
N 3.453 0.756 1.293  -0.344
N -3.162 -0.378 -2.593  -0.258
C -1.040 -0.023 -0.523  -0.380
C 1.339 2.045 1.909  -0.423
C 2.408 0.880 2.227  0.301
C -2.164 -0.981 -2.370  0.234
C -0.048 1.178 1.354  -0.339
C -0.980 -0.341 -1.890  -0.382
C 0.169 0.623 0.061  -0.375
H -1.852 0.820 -0.377  0.172
H 4.032 -1.742 3.290  0.426
H -0.278 0.415 2.065  0.202
H 0.529 1.454 -0.684  0.180
H 0.946 0.069 0.053  0.197
H -1.306 -0.671 0.044  0.191
H -0.785 1.856 1.318  0.197
H -0.340 0.326 -2.809  0.252
H -0.121 -1.349 -1.806  0.197
H 1.331 2.245 2.945  0.225
H 1.673 2.811 1.265  0.235
H -4.100 -3.220 -3.359  0.423

Total energy: -19363.7922 eV
HOMO energy: -9.51 eV
SMILES string: C(CCc1nn[nH]n1)CCc1nn[nH]n1
Gap between HOMO and LUMO: 10.103 eV
Energy above the lowest of the compared OMol25 structures with the same formula, charge and spin: 206.4 kcal/mol

=====

# 3
Formula: C2H6N4S
Source: the Open Molecules 2025 dataset
Level of theory: the ωB97M-V functional and the def2-TZVPD basis

Last column: natural (NBO) charge in e.
Geometry (Å):
S 0.216 -0.801 -0.145  0.224
N -2.244 -0.349 -0.232  -0.222
N 1.625 1.522 -0.240  -0.750
N 2.836 -0.489 0.277  -0.863
N -3.347 0.252 0.229  -0.639
C 1.741 0.228 -0.036  0.311
C -1.168 0.282 0.146  -0.149
H 2.529 2.028 0.127  0.331
H -3.197 1.383 0.395  0.335
H -0.956 1.214 0.577  0.207
H 3.030 -1.424 0.722  0.436
H 3.891 -0.006 -0.196  0.398
H -4.279 0.009 -0.216  0.381

Total energy: -18963.5404 eV
HOMO energy: -7.89 eV
SMILES string: [H]/N=C(\N)S/C=N/N
Gap between HOMO and LUMO: 8.444 eV
Energy above the lowest of the compared OMol25 structures with the same formula, charge and spin: 80.8 kcal/mol

=====

# 4
Formula: C33H23BClF2IMnN2O3Sb
Source: the Open Molecules 2025 dataset
Level of theory: the ωB97M-V functional and the def2-TZVPD basis

Last column: natural (NBO) charge in e.
Geometry (Å):
I -4.625 4.805 -1.228  0.109
Sb 1.543 -1.327 0.819  1.174
Mn -0.973 2.026 1.433  1.387
Cl -7.177 -0.281 -1.224  -0.038
F -0.753 0.689 4.430  -0.559
F -1.379 2.798 4.680  -0.558
O 3.091 2.384 0.461  -0.660
O 1.018 1.561 0.700  -0.862
O -2.517 2.953 0.312  -0.818
N 0.004 4.010 0.938  -0.514
N -2.532 0.365 0.925  -0.495
C 4.537 -1.274 0.220  -0.265
C 3.308 -0.894 -0.308  -0.240
C 2.133 -6.253 0.661  -0.227
C 0.166 6.375 0.852  -0.261
C -3.609 0.859 0.269  0.084
C 1.848 -3.467 0.709  -0.390
C -3.593 -1.767 1.022  -0.257
C 5.717 -1.010 -0.459  -0.207
C 4.461 0.033 -2.214  -0.209
C -0.571 5.211 0.980  0.069
C 5.681 -0.355 -1.681  -0.225
C 2.650 -5.479 -0.370  -0.239
C -1.632 -2.492 -2.010  -0.238
C -2.527 -0.894 1.294  0.072
C 1.319 3.914 0.752  0.108
C -5.739 1.993 -1.092  -0.216
C -0.586 -2.490 -1.097  -0.181
C -4.680 -1.295 0.339  -0.151
C 1.540 6.280 0.679  -0.170
C 1.345 -4.256 1.737  -0.246
C -3.539 2.272 -0.047  0.344
C 2.132 5.031 0.623  -0.219
C -4.638 2.784 -0.732  -0.266
C -1.283 -0.157 -2.403  -0.206
C -4.717 0.057 -0.065  -0.031
C 0.120 -1.323 -0.809  -0.370
C 2.508 -4.100 -0.343  -0.161
C 1.886 2.503 0.637  0.747
C 3.283 -0.236 -1.531  -0.241
C -1.994 -1.321 -2.659  -0.222
C -5.786 0.667 -0.770  -0.110
C 1.480 -5.639 1.717  -0.212
C -0.238 -0.160 -1.490  -0.251
B -1.026 1.848 3.777  0.525
H -0.330 -3.419 -0.601  0.206
H -5.515 -1.939 0.098  0.222
H -2.173 -3.411 -2.201  0.204
H 2.917 -3.506 -1.154  0.210
H -3.531 -2.798 1.340  0.219
H 3.192 4.887 0.476  0.245
H -1.552 0.768 -2.898  0.214
H 2.244 -7.330 0.640  0.203
H 2.340 0.081 -1.959  0.216
H -1.654 -1.240 1.837  0.207
H -2.826 -1.313 -3.352  0.209
H 4.584 -1.786 1.176  0.205
H 0.837 -3.789 2.576  0.210
H -1.646 5.210 1.103  0.224
H 0.287 0.764 -1.286  0.234
H 6.664 -1.312 -0.029  0.201
H -6.563 2.448 -1.626  0.229
H 3.165 -5.952 -1.198  0.205
H 2.141 7.175 0.581  0.209
H 4.422 0.555 -3.162  0.204
H -0.331 7.335 0.886  0.215
H 1.077 -6.233 2.529  0.203
H 6.600 -0.142 -2.212  0.201

Spin multiplicity: 6
Expectation value of S²: 8.757
Total energy: -108316.5389 eV
HOMO energy (alpha / beta): -4.50 / -5.12 eV
Gap between HOMO and LUMO (alpha / beta): 6.709 / 7.331 eV
Total charge: -1
Energy above the lowest of the compared OMol25 structures with the same formula, charge and spin: 0.0 kcal/mol

=====

# 5
Formula: C22H21N3O3
Source: the Open Molecules 2025 dataset
Level of theory: the ωB97M-V functional and the def2-TZVPD basis

Last column: natural (NBO) charge in e.
Geometry (Å):
O 2.988 0.614 -1.571  -0.603
O 2.519 -0.692 1.710  -0.392
O -0.590 1.278 2.032  -0.638
N 1.394 1.061 0.015  -0.620
N -2.411 1.127 0.704  -0.427
N -2.248 -1.236 -0.399  -0.432
C -1.166 1.586 0.998  0.668
C -0.580 4.466 -1.383  -0.242
C -2.957 1.101 -0.634  -0.239
C 3.057 -0.546 0.477  0.159
C -2.439 -0.164 -1.354  -0.221
C -1.016 -1.855 -0.258  0.170
C 1.405 -3.266 -0.071  -0.260
C 0.730 2.159 -0.518  0.174
C 3.254 -1.602 2.355  0.119
C 2.497 0.422 -0.475  0.648
C -0.537 2.488 -0.010  -0.121
C -0.580 -2.383 0.960  -0.242
C -3.201 -1.176 0.681  -0.228
C 4.149 -1.368 0.345  -0.239
C 1.000 -2.723 -1.279  -0.184
C 0.605 -3.088 1.043  -0.202
C 1.290 2.960 -1.512  -0.232
C -1.165 3.656 -0.427  -0.197
C 0.634 4.098 -1.940  -0.184
C -2.974 0.085 1.544  -0.244
C 4.272 -2.055 1.569  -0.323
C -0.195 -2.040 -1.377  -0.269
H 2.244 2.685 -1.929  0.254
H -2.110 3.934 0.018  0.217
H -0.503 -1.671 -2.343  0.212
H 1.086 4.714 -2.703  0.217
H 1.048 0.755 0.921  0.447
H -3.153 -0.466 -2.133  0.191
H -1.485 0.071 -1.829  0.217
H -1.158 -2.246 1.861  0.202
H -3.142 -2.079 1.286  0.225
H 0.909 -3.497 1.996  0.210
H -2.666 1.987 -1.194  0.239
H 2.330 -3.817 -0.001  0.216
H -4.199 -1.146 0.230  0.194
H 4.767 -1.455 -0.524  0.243
H -2.258 -0.100 2.347  0.246
H 2.966 -1.840 3.361  0.208
H 1.613 -2.843 -2.159  0.217
H -1.073 5.374 -1.695  0.216
H -4.047 1.088 -0.546  0.199
H 5.013 -2.782 1.831  0.232
H -3.917 0.432 1.981  0.197

Total energy: -33768.1350 eV
HOMO energy: -7.68 eV
SMILES string: O=C(Nc1ccccc1C(=O)N1CCN(c2ccccc2)CC1)c1ccco1
Gap between HOMO and LUMO: 8.330 eV
Energy above the lowest of the compared OMol25 structures with the same formula, charge and spin: 60.3 kcal/mol

=====

# 6
Formula: C4H12N2O2
Source: the Open Molecules 2025 dataset
Level of theory: the ωB97M-V functional and the def2-TZVPD basis

Last column: natural (NBO) charge in e.
Geometry (Å):
O -0.533 -1.123 2.533  -0.950
O 1.377 -1.565 0.242  -0.619
N 1.418 0.093 -1.259  -0.628
N -1.259 1.680 0.726  -0.842
C 0.042 1.302 0.171  -0.220
C 2.032 -0.959 -0.593  0.525
C -1.081 -0.793 -0.993  -0.632
C 0.016 0.393 -1.072  -0.067
H -0.917 -1.610 -1.686  0.218
H 0.557 0.764 0.968  0.200
H 3.119 -0.873 -0.618  0.139
H -1.155 -1.179 0.070  0.242
H -2.037 -0.216 -1.116  0.201
H -0.336 1.025 -1.892  0.191
H 0.406 -1.333 2.125  0.490
H 1.622 0.137 -2.268  0.392
H -2.002 1.734 0.026  0.339
H -1.712 0.997 1.318  0.369
H -0.138 -0.755 3.335  0.461
H 0.582 2.285 -0.016  0.192

Total energy: -11416.9521 eV
HOMO energy: -9.04 eV
SMILES string: C[C@@H](CN)NC=O.O
Gap between HOMO and LUMO: 9.789 eV
Energy above the lowest of the compared OMol25 structures with the same formula, charge and spin: 52.2 kcal/mol

=====

total energy of number 2 (C7H12N8)?
-19363.7922 eV

=====

Among the records above, which one has the lowest total energy?
C40H39AsF5IN5O7RbS3

=====

Copy entry 4 word for word.
Formula: C33H23BClF2IMnN2O3Sb
Source: the Open Molecules 2025 dataset
Level of theory: the ωB97M-V functional and the def2-TZVPD basis

Last column: natural (NBO) charge in e.
Geometry (Å):
I -4.625 4.805 -1.228  0.109
Sb 1.543 -1.327 0.819  1.174
Mn -0.973 2.026 1.433  1.387
Cl -7.177 -0.281 -1.224  -0.038
F -0.753 0.689 4.430  -0.559
F -1.379 2.798 4.680  -0.558
O 3.091 2.384 0.461  -0.660
O 1.018 1.561 0.700  -0.862
O -2.517 2.953 0.312  -0.818
N 0.004 4.010 0.938  -0.514
N -2.532 0.365 0.925  -0.495
C 4.537 -1.274 0.220  -0.265
C 3.308 -0.894 -0.308  -0.240
C 2.133 -6.253 0.661  -0.227
C 0.166 6.375 0.852  -0.261
C -3.609 0.859 0.269  0.084
C 1.848 -3.467 0.709  -0.390
C -3.593 -1.767 1.022  -0.257
C 5.717 -1.010 -0.459  -0.207
C 4.461 0.033 -2.214  -0.209
C -0.571 5.211 0.980  0.069
C 5.681 -0.355 -1.681  -0.225
C 2.650 -5.479 -0.370  -0.239
C -1.632 -2.492 -2.010  -0.238
C -2.527 -0.894 1.294  0.072
C 1.319 3.914 0.752  0.108
C -5.739 1.993 -1.092  -0.216
C -0.586 -2.490 -1.097  -0.181
C -4.680 -1.295 0.339  -0.151
C 1.540 6.280 0.679  -0.170
C 1.345 -4.256 1.737  -0.246
C -3.539 2.272 -0.047  0.344
C 2.132 5.031 0.623  -0.219
C -4.638 2.784 -0.732  -0.266
C -1.283 -0.157 -2.403  -0.206
C -4.717 0.057 -0.065  -0.031
C 0.120 -1.323 -0.809  -0.370
C 2.508 -4.100 -0.343  -0.161
C 1.886 2.503 0.637  0.747
C 3.283 -0.236 -1.531  -0.241
C -1.994 -1.321 -2.659  -0.222
C -5.786 0.667 -0.770  -0.110
C 1.480 -5.639 1.717  -0.212
C -0.238 -0.160 -1.490  -0.251
B -1.026 1.848 3.777  0.525
H -0.330 -3.419 -0.601  0.206
H -5.515 -1.939 0.098  0.222
H -2.173 -3.411 -2.201  0.204
H 2.917 -3.506 -1.154  0.210
H -3.531 -2.798 1.340  0.219
H 3.192 4.887 0.476  0.245
H -1.552 0.768 -2.898  0.214
H 2.244 -7.330 0.640  0.203
H 2.340 0.081 -1.959  0.216
H -1.654 -1.240 1.837  0.207
H -2.826 -1.313 -3.352  0.209
H 4.584 -1.786 1.176  0.205
H 0.837 -3.789 2.576  0.210
H -1.646 5.210 1.103  0.224
H 0.287 0.764 -1.286  0.234
H 6.664 -1.312 -0.029  0.201
H -6.563 2.448 -1.626  0.229
H 3.165 -5.952 -1.198  0.205
H 2.141 7.175 0.581  0.209
H 4.422 0.555 -3.162  0.204
H -0.331 7.335 0.886  0.215
H 1.077 -6.233 2.529  0.203
H 6.600 -0.142 -2.212  0.201

Spin multiplicity: 6
Expectation value of S²: 8.757
Total energy: -108316.5389 eV
HOMO energy (alpha / beta): -4.50 / -5.12 eV
Gap between HOMO and LUMO (alpha / beta): 6.709 / 7.331 eV
Total charge: -1
Energy above the lowest of the compared OMol25 structures with the same formula, charge and spin: 0.0 kcal/mol